# 1
{
  "formula": "C3H8N3O",
  "method": "ωB97M-V/def2-TZVPD",
  "symbols": ["C", "C", "C", "N", "N", "N", "O", "H", "H", "H", "H", "H", "H", "H", "H"],
  "xyz": [[0.319, 1.055, -1.030], [0.208, 2.009, 1.054], [-0.288, -3.472, -0.888], [-0.227, 0.184, -0.218], [0.780, 2.101, -0.344], [-0.067, 0.553, 1.107], [-0.558, -2.388, -0.427], [0.303, 0.836, -2.029], [1.067, 2.244, 1.823], [-0.709, 2.591, 1.248], [0.540, -4.010, -0.445], [-0.814, -3.872, -1.857], [-0.355, -0.808, -0.398], [1.152, 2.942, -0.730], [-0.729, 0.050, 1.854]],
  "orbital_gap_ev": 9.6,
  "relative_energy_kj_mol": 284.2,
  "energy_ha": -358.28818,
  "charge": 1
}



# 2
{
  "formula": "C9H20N5O3PtS3",
  "method": "ωB97M-V/def2-TZVPD",
  "symbols": ["Pt", "N", "N", "C", "O", "O", "H", "H", "H", "S", "C", "N", "C", "C", "S", "H", "H", "H", "H", "H", "O", "C", "N", "C", "C", "S", "N", "C", "C", "H", "H", "H", "H", "H", "H", "H", "H", "H", "H", "H", "H"],
  "xyz": [[-1.350, 0.952, -0.214], [-2.572, 2.653, -0.318], [-3.459, 2.676, 0.770], [-3.336, 1.752, 1.821], [-4.075, 1.898, 2.784], [-2.433, 0.852, 1.653], [-1.941, 3.451, -0.304], [-3.086, 2.623, -1.192], [-4.052, 3.476, 0.907], [0.664, 3.731, 1.563], [0.906, 2.270, 2.294], [-0.017, 1.500, 2.850], [0.368, 0.185, 3.327], [1.674, -0.140, 2.621], [2.485, 1.479, 2.411], [-0.998, 1.653, 2.632], [-0.411, -0.524, 3.049], [0.480, 0.199, 4.415], [1.456, -0.539, 1.632], [2.314, -0.813, 3.188], [-0.152, -0.628, -0.128], [2.622, 0.357, -1.428], [1.803, -0.837, -1.472], [2.342, -1.902, -0.647], [0.359, -0.744, -1.422], [-0.289, 0.845, -2.191], [-0.189, -1.918, -2.042], [0.481, -2.685, -3.054], [-1.614, -2.097, -2.002], [3.656, 0.061, -1.633], [2.600, 0.866, -0.454], [2.309, 1.069, -2.183], [2.804, -1.514, 0.270], [3.112, -2.467, -1.186], [1.547, -2.586, -0.353], [1.478, -2.295, -3.231], [-0.062, -2.651, -4.011], [0.561, -3.744, -2.766], [-2.011, -1.725, -1.060], [-1.848, -3.164, -2.076], [-2.125, -1.574, -2.825]],
  "orbital_gap_ev": 6.6,
  "relative_energy_kj_mol": 0.0,
  "energy_ha": -2168.41560,
  "charge": -1
}



# 3
{
  "formula": "C30H55BF3N6O2P",
  "method": "ωB97M-V/def2-TZVPD",
  "symbols": ["C", "C", "C", "C", "O", "B", "P", "C", "O", "C", "F", "F", "F", "H", "H", "H", "H", "H", "H", "H", "H", "H", "H", "H", "H", "H", "C", "C", "C", "C", "N", "H", "H", "H", "H", "H", "H", "H", "C", "C", "C", "C", "N", "H", "H", "H", "H", "H", "H", "H", "C", "C", "C", "C", "N", "H", "H", "H", "H", "H", "H", "H", "C", "C", "C", "C", "N", "H", "H", "H", "H", "H", "H", "H", "C", "C", "C", "C", "N", "H", "H", "H", "H", "H", "H", "H", "C", "C", "C", "C", "N", "H", "H", "H", "H", "H", "H", "H"],
  "xyz": [[4.049, -2.152, -2.156], [3.997, -3.602, -2.645], [2.983, -4.425, -1.825], [1.710, -4.730, -2.591], [0.991, -3.548, -2.997], [0.026, -3.068, -2.170], [0.174, -1.285, -1.359], [0.814, -0.267, -2.761], [1.379, -1.406, -0.205], [-1.336, -3.926, -1.886], [-2.215, -3.253, -1.069], [-1.998, -4.112, -3.075], [-1.142, -5.144, -1.299], [4.440, -2.174, -1.139], [3.038, -1.756, -2.089], [4.628, -1.485, -2.780], [3.797, -3.689, -3.707], [4.980, -4.039, -2.455], [2.793, -3.986, -0.844], [3.432, -5.402, -1.626], [1.095, -5.436, -2.029], [1.999, -5.243, -3.509], [0.029, 0.420, -3.061], [1.087, -0.883, -3.621], [1.669, 0.304, -2.426], [1.204, -0.680, 0.408], [-1.476, -3.193, 2.769], [-2.074, -2.076, 3.614], [-2.036, -0.701, 2.934], [-0.661, -0.290, 2.639], [0.420, 0.011, 2.403], [-0.419, -3.019, 2.570], [-1.559, -4.148, 3.287], [-1.992, -3.282, 1.811], [-1.543, -2.018, 4.565], [-3.116, -2.316, 3.842], [-2.491, 0.042, 3.579], [-2.589, -0.719, 1.993], [-5.077, 2.891, 5.877], [-5.603, 1.509, 5.504], [-4.943, 0.383, 6.307], [-3.496, 0.350, 6.075], [-2.364, 0.335, 5.893], [-4.011, 2.983, 5.662], [-5.593, 3.662, 5.306], [-5.229, 3.097, 6.938], [-5.445, 1.337, 4.438], [-6.680, 1.473, 5.677], [-5.357, -0.585, 6.021], [-5.116, 0.520, 7.375], [3.277, 3.137, 1.106], [3.775, 3.831, -0.159], [2.622, 4.393, -1.001], [1.713, 3.311, -1.376], [1.017, 2.421, -1.573], [2.650, 2.279, 0.860], [4.111, 2.772, 1.701], [2.697, 3.816, 1.730], [4.351, 3.121, -0.755], [4.449, 4.649, 0.103], [2.994, 4.879, -1.903], [2.057, 5.130, -0.429], [1.767, 0.284, -7.373], [1.995, -1.126, -7.907], [2.050, -2.179, -6.795], [3.149, -1.905, -5.865], [4.006, -1.677, -5.139], [2.587, 0.601, -6.727], [1.703, 0.997, -8.195], [0.839, 0.345, -6.802], [2.924, -1.154, -8.479], [1.188, -1.389, -8.593], [2.197, -3.175, -7.214], [1.116, -2.188, -6.229], [-3.999, 0.011, -3.028], [-3.554, 1.342, -2.434], [-3.695, 2.509, -3.416], [-2.874, 2.291, -4.611], [-2.236, 2.104, -5.545], [-3.382, -0.263, -3.885], [-3.903, -0.783, -2.288], [-5.041, 0.045, -3.356], [-2.514, 1.262, -2.111], [-4.148, 1.559, -1.544], [-3.378, 3.442, -2.949], [-4.734, 2.625, -3.728], [0.982, 1.267, 6.072], [1.332, 2.480, 6.927], [1.409, 3.797, 6.146], [2.443, 3.759, 5.106], [3.248, 3.719, 4.292], [1.740, 1.069, 5.313], [0.907, 0.379, 6.699], [0.025, 1.404, 5.571], [2.288, 2.307, 7.426], [0.576, 2.592, 7.707], [1.642, 4.623, 6.819], [0.452, 4.010, 5.667]],
  "orbital_gap_ev": 7.5,
  "smiles": "CCCCOB(P(C)O)C(F)(F)F.CCCC#N.CCCC#N.CCCC#N.CCCC#N.CCCC#N.CCCC#N",
  "relative_energy_kj_mol": 0.0,
  "energy_ha": -2320.91341,
  "charge": 0
}



# 4
{
  "formula": "C42H46N5O6Pt",
  "method": "ωB97M-V/def2-TZVPD",
  "symbols": ["Pt", "O", "N", "N", "O", "C", "C", "C", "C", "C", "C", "H", "H", "H", "H", "H", "C", "C", "C", "O", "C", "C", "O", "C", "O", "C", "C", "C", "C", "C", "C", "C", "C", "C", "C", "C", "C", "C", "O", "C", "C", "C", "C", "C", "C", "C", "C", "C", "C", "C", "C", "H", "H", "H", "H", "H", "H", "H", "H", "H", "H", "H", "H", "H", "H", "H", "H", "H", "H", "H", "H", "H", "H", "H", "H", "H", "H", "H", "H", "C", "N", "C", "C", "N", "N", "C", "C", "H", "H", "H", "H", "H", "H", "H", "H", "H", "H", "H", "H", "H"],
  "xyz": [[-0.008, -0.124, 0.267], [-1.397, 1.620, -0.399], [-1.125, 2.499, -1.274], [-0.078, 2.243, -1.967], [0.672, 1.202, -1.809], [0.301, 3.224, -2.944], [-0.649, 4.037, -3.546], [-0.244, 4.966, -4.492], [1.098, 5.088, -4.830], [2.035, 4.266, -4.221], [1.640, 3.322, -3.283], [-1.688, 3.929, -3.269], [-0.984, 5.592, -4.976], [1.409, 5.816, -5.569], [3.084, 4.360, -4.472], [2.347, 2.663, -2.801], [3.264, 1.362, 4.510], [3.467, -0.119, 4.235], [4.400, -0.768, 5.239], [3.995, -0.268, 2.927], [3.064, -0.999, 2.110], [1.780, -0.855, 2.911], [2.232, -0.807, 4.266], [0.702, -1.897, 2.641], [0.341, -1.797, 1.295], [-0.470, -1.553, 3.609], [-0.853, -2.383, 4.661], [-1.894, -2.031, 5.514], [-2.571, -0.834, 5.338], [-2.201, 0.003, 4.292], [-1.170, -0.356, 3.436], [1.135, -3.353, 2.857], [0.570, -4.329, 2.037], [0.907, -5.667, 2.181], [1.830, -6.057, 3.143], [2.402, -5.094, 3.960], [2.051, -3.755, 3.827], [2.928, -0.444, 0.647], [1.875, 0.453, 0.586], [4.191, 0.303, 0.159], [5.487, 0.082, 0.615], [6.559, 0.772, 0.060], [6.356, 1.686, -0.963], [5.065, 1.904, -1.430], [3.996, 1.217, -0.874], [2.888, -1.668, -0.328], [1.991, -1.767, -1.385], [1.980, -2.879, -2.218], [2.888, -3.911, -2.033], [3.839, -3.792, -1.029], [3.843, -2.679, -0.202], [4.212, 1.891, 4.400], [2.875, 1.508, 5.519], [2.556, 1.768, 3.787], [5.346, -0.227, 5.270], [4.592, -1.799, 4.938], [3.944, -0.763, 6.230], [3.372, -2.045, 2.086], [1.331, 0.103, 2.647], [-0.336, -3.320, 4.821], [-2.169, -2.696, 6.325], [-3.376, -0.555, 6.007], [-2.712, 0.947, 4.143], [-0.910, 0.296, 2.609], [-0.122, -4.011, 1.269], [0.452, -6.408, 1.534], [2.100, -7.101, 3.254], [3.127, -5.383, 4.712], [2.481, -3.018, 4.489], [5.671, -0.616, 1.419], [7.561, 0.594, 0.435], [7.194, 2.224, -1.391], [4.894, 2.612, -2.234], [2.979, 1.371, -1.216], [1.298, -0.960, -1.577], [1.256, -2.929, -3.023], [2.864, -4.790, -2.667], [4.585, -4.566, -0.890], [4.616, -2.604, 0.555], [-4.093, 0.304, -2.005], [-3.154, -0.773, -1.707], [-1.937, -0.706, -2.512], [-3.004, -1.114, -0.373], [-1.855, -1.128, 0.200], [-4.178, -1.473, 0.267], [-5.096, -2.368, -0.420], [-4.105, -1.710, 1.698], [-3.615, 1.281, -1.875], [-4.953, 0.249, -1.342], [-4.433, 0.212, -3.038], [-2.232, -0.696, -3.564], [-1.325, -1.584, -2.316], [-1.335, 0.172, -2.294], [-1.800, -1.581, 1.104], [-5.042, -2.211, -1.492], [-6.116, -2.176, -0.083], [-4.857, -3.419, -0.210], [-3.574, -0.899, 2.187], [-3.605, -2.655, 1.948], [-5.120, -1.744, 2.095]],
  "orbital_gap_ev": 7.0,
  "relative_energy_kj_mol": 216.9,
  "energy_ha": -2472.51952,
  "charge": -1
}